[1]
# HN2O5

A 2-piece molecular cluster, HN2O5 overall in a non-equilibrium geometry (ωB97M-V/def2-TZVPD, the Open Molecules 2025 dataset).

CARTESIAN COORDINATES (ANGSTROEM)
N1 1.549 -0.077 -0.017
N2 -1.574 0.068 0.011
O1 2.512 0.586 0.331
O2 -1.036 1.179 -0.192
O3 -2.787 -0.038 0.089
O4 1.550 -1.264 -0.237
O5 -0.824 -0.901 0.130
H1 0.610 0.447 -0.115

Output
HOMO-LUMO gap (eV): 9.45
E_tot (a.u.): -486.179486
HOMO (Eh): -0.1844
Charge: -1
Relative energy (zero: lowest compared OMol25 entry of this formula, charge and spin) (kcal/mol): 8.3



[2]
# C38H41CuF6N2O4P3S2

C38H41CuF6N2O4P3S2 as an isolated structure (ωB97M-V/def2-TZVPD, the Open Molecules 2025 dataset).

CARTESIAN COORDINATES (ANGSTROEM)
Cu1 0.854 0.089 0.243
C1 -2.319 -2.414 1.518
P1 -3.044 -0.728 1.415
C2 -3.378 -0.394 3.193
C3 -4.762 -1.220 0.928
C4 -4.864 -1.869 -0.456
P2 -3.738 -1.111 -1.717
C5 -4.423 0.594 -1.748
C6 -4.535 -1.784 -3.232
H1 -2.927 -3.080 2.136
H2 -1.307 -2.386 1.926
H3 -2.265 -2.825 0.508
H4 -3.855 -1.241 3.692
H5 -4.030 0.478 3.273
H6 -2.449 -0.151 3.711
H7 -5.373 -0.315 0.967
H8 -5.162 -1.897 1.691
H9 -5.898 -1.820 -0.813
H10 -4.608 -2.930 -0.395
H11 -5.513 0.591 -1.836
H12 -3.999 1.147 -2.588
H13 -4.136 1.117 -0.835
H14 -5.603 -1.559 -3.273
H15 -4.405 -2.867 -3.260
H16 -4.056 -1.370 -4.120
F1 5.513 0.061 -1.270
C7 4.290 0.030 -1.787
F2 3.472 -0.557 -0.893
F3 4.306 -0.730 -2.882
S1 3.665 1.714 -2.220
O1 2.259 1.498 -2.426
O2 4.485 2.117 -3.316
N1 4.035 2.555 -0.939
S2 3.095 2.937 0.245
O3 3.856 3.427 1.349
O4 2.039 1.986 0.546
C8 2.171 4.420 -0.347
F4 1.505 4.161 -1.473
F5 1.284 4.780 0.587
F6 2.999 5.434 -0.566
C9 5.637 0.681 3.407
C10 5.265 -0.242 2.440
C11 3.924 -0.489 2.199
C12 2.938 0.172 2.931
C13 3.320 1.107 3.887
C14 4.664 1.357 4.123
P3 1.204 -0.180 2.498
C15 0.858 -1.820 3.226
C16 1.452 -2.922 2.607
C17 1.175 -4.211 3.033
C18 0.282 -4.421 4.076
C19 -0.324 -3.336 4.688
C20 -0.040 -2.044 4.266
C21 0.191 1.021 3.403
C22 -0.630 1.863 2.658
C23 -1.431 2.807 3.285
C24 -1.420 2.915 4.666
C25 -0.602 2.084 5.422
C26 0.202 1.147 4.795
H17 6.684 0.891 3.582
H18 6.017 -0.754 1.854
H19 3.650 -1.174 1.408
H20 2.576 1.673 4.430
H21 4.946 2.103 4.853
H22 2.126 -2.779 1.772
H23 1.649 -5.051 2.543
H24 0.056 -5.428 4.403
H25 -1.028 -3.490 5.496
H26 -0.539 -1.216 4.748
H27 -0.657 1.777 1.579
H28 -2.062 3.453 2.690
H29 -2.045 3.650 5.158
H30 -0.585 2.171 6.501
H31 0.844 0.510 5.392
C27 1.616 -3.840 -2.967
C28 1.032 -3.788 -1.706
C29 0.508 -2.600 -1.234
C30 0.528 -1.452 -2.036
C31 1.125 -1.506 -3.299
C32 1.669 -2.696 -3.751
N2 0.060 -0.257 -1.484
C33 -0.608 0.650 -2.241
C34 -1.181 0.345 -3.496
C35 -1.826 1.327 -4.217
C36 -1.932 2.621 -3.711
C37 -1.401 2.927 -2.461
C38 -0.757 1.955 -1.728
H32 2.046 -4.765 -3.328
H33 0.994 -4.674 -1.085
H34 0.060 -2.537 -0.250
H35 1.217 -0.598 -3.881
H36 2.157 -2.723 -4.716
H37 -1.136 -0.668 -3.871
H38 -2.261 1.087 -5.178
H39 -2.434 3.387 -4.288
H40 -1.476 3.932 -2.068
H41 -0.302 2.194 -0.775

Output
HOMO-LUMO gap (alpha / beta) (eV): 8.49 / 6.11
E_tot (a.u.): -5943.232210
Spin multiplicity: 2
HOMO (alpha / beta) (Eh): -0.2948 / -0.2983
<S²>: 0.793
Charge: 0
Relative energy (zero: lowest compared OMol25 entry of this formula, charge and spin) (kcal/mol): 3.8



[3]
# C26H43CeCl3O2P2

C26H43CeCl3O2P2 as an isolated structure in a non-equilibrium geometry (ωB97M-V/def2-TZVPD, the Open Molecules 2025 dataset).

CARTESIAN COORDINATES (ANGSTROEM)
Ce1 -0.151 -0.935 -1.602
C1 1.188 -0.844 0.537
C2 -0.133 -1.361 0.820
C3 1.011 -2.867 -0.580
C4 1.861 -1.748 -0.360
C5 -0.212 -2.630 0.143
C6 1.856 0.293 1.204
H1 1.301 0.624 2.083
H2 1.905 1.139 0.513
H3 2.893 0.083 1.500
C7 3.319 -1.688 -0.719
H4 3.941 -1.391 0.141
H5 3.533 -0.952 -1.507
H6 3.689 -2.652 -1.103
C8 1.398 -4.108 -1.330
H7 2.448 -4.372 -1.161
H8 1.272 -3.952 -2.407
H9 0.784 -4.966 -1.041
C9 -1.440 -3.448 0.081
H10 -1.223 -4.492 -0.196
H11 -2.180 -3.039 -0.642
H12 -1.908 -3.450 1.077
C10 -1.219 -0.775 1.673
H13 -1.590 -1.543 2.385
H14 -2.114 -0.420 1.112
H15 -0.864 0.056 2.288
C11 -1.634 3.840 0.156
C12 -1.537 3.620 1.479
C13 -2.566 2.928 2.324
C14 -4.020 3.213 1.849
C15 -4.696 2.073 1.166
C16 -4.238 1.447 0.072
C17 -2.946 1.838 -0.583
C18 -2.729 3.371 -0.747
H16 -2.464 3.337 3.345
H17 -4.001 4.146 1.266
H18 -2.364 1.835 2.418
H19 -3.680 3.919 -0.663
H20 -0.849 4.405 -0.361
H21 -0.632 3.955 2.008
H22 -2.384 3.561 -1.774
H23 -2.085 1.359 -0.073
H24 -4.774 0.575 -0.324
H25 -2.935 1.400 -1.611
H26 -4.603 3.480 2.739
H27 -5.703 1.842 1.535
P1 -4.505 1.369 -3.132
P2 -4.028 -1.622 -3.698
C19 -5.815 0.539 -4.170
C20 -5.184 -0.644 -4.856
H28 -6.183 1.280 -4.893
H29 -6.649 0.253 -3.506
H30 -5.990 -1.297 -5.216
H31 -4.577 -0.324 -5.715
C21 -4.243 -3.063 -4.831
H32 -3.889 -3.979 -4.356
H33 -3.676 -2.875 -5.748
H34 -5.303 -3.175 -5.089
C22 -5.401 -2.127 -2.559
H35 -6.351 -2.215 -3.108
H36 -5.532 -1.416 -1.736
H37 -5.152 -3.106 -2.136
C23 -3.771 2.502 -4.382
H38 -2.722 2.710 -4.121
H39 -4.341 3.439 -4.399
H40 -3.800 2.033 -5.377
C24 -5.883 2.345 -2.379
H41 -6.646 2.566 -3.139
H42 -5.528 3.288 -1.925
H43 -6.363 1.731 -1.601
Cl1 2.066 3.373 -0.109
C25 2.225 2.964 -1.859
Cl2 2.464 4.414 -2.792
Cl3 3.620 1.849 -2.063
C26 0.904 2.224 -2.293
O1 0.026 2.828 -2.894
O2 0.826 0.960 -1.910

Output
HOMO-LUMO gap (alpha / beta) (eV): 3.54 / 3.50
E_tot (a.u.): -3704.691232
HOMO (alpha / beta) (Eh): -0.4703 / -0.4703
Charge: +2